Molecular formula: C6H16
Method: DFT, ωB97M-V/def2-TZVPD

CARTESIAN COORDINATES (ANGSTROEM)
C  1.76311  1.85952  2.13287
C  0.75947  0.91618  2.76780
H  2.83303  1.67420  2.25465
H  1.62593  1.93394  1.05194
H  1.63557  2.82143  2.62954
H  0.67479  -0.08274  2.33221
H  -0.27823  1.28201  2.71924
H  0.79500  0.87720  3.85922
C  -0.34842  -0.57766  -1.05605
C  -1.65815  -0.94610  -0.31020
C  -0.10342  -1.97615  -1.78351
C  -0.50362  0.59712  -1.99251
H  0.52739  -0.53550  -0.40861
H  -2.25855  -1.73489  -0.78161
H  -2.17405  0.01420  -0.23266
H  -0.21616  -2.87753  -1.18722
H  -0.69344  -2.03356  -2.69205
H  0.97757  -1.94103  -2.02055
H  -0.28719  0.43975  -3.05346
H  -1.51809  0.98791  -1.96389
H  0.20720  1.36787  -1.68574
H  -1.43672  -1.42940  0.64892

Net charge: +1
Orbital gap (spin up / spin down), eV: 11.328 / 4.184
Calculated total energy, eV: -6470.39296
E_LUMO (spin up / spin down), eV: -2.9 / -10.1
Relative energy (zero: lowest compared OMol25 entry of this formula, charge and spin), kcal per mole: 10.9
Spin multiplicity: 2